Below is a structure of composition H24NeO12Xe in a non-equilibrium geometry, with properties calculated with the ωB97M-V functional and the def2-TZVPD basis.

Calculated values
HOMO in eV: -10.694
Kohn-Sham gap in eV: 10.7
M in g/mol: 367.6
Energy relative to the best compared isomer or geometry (same formula, charge and spin) in kJ/mol: 28.7

ORCA input file:
```
! RIJCOSX wB97M-V def2-TZVPD def2/J DEFGRID3
* xyz 0 1
Ne -3.995 1.290 -1.627
Xe -0.911 0.065 -0.342
O 0.454 3.536 -0.703
H 0.098 3.328 -1.567
H 1.205 2.951 -0.606
O 2.507 1.750 -0.433
H 2.798 0.918 -0.062
H 2.918 1.785 -1.297
O -1.008 2.796 1.724
H -0.959 2.920 0.776
H -0.103 2.876 2.024
O 3.365 -0.671 0.823
H 3.986 -0.617 1.549
H 2.522 -0.844 1.241
O -2.783 -2.071 2.980
H -2.157 -2.532 3.539
H -2.557 -1.146 3.078
O -1.847 -3.963 -2.827
H -2.033 -3.304 -2.158
H -1.331 -4.628 -2.373
O 0.783 -3.036 1.309
H 0.568 -2.242 1.799
H 0.632 -2.802 0.393
O -0.768 3.256 -3.165
H -1.685 3.309 -2.897
H -0.623 2.326 -3.344
O 0.713 -0.517 2.962
H -0.206 -0.289 2.820
H 1.148 0.322 3.111
O -1.844 0.711 3.154
H -1.671 1.527 2.685
H -2.264 0.987 3.969
O 1.401 -2.732 -1.521
H 0.737 -3.372 -1.776
H 2.139 -3.260 -1.216
O 0.152 0.822 -3.915
H 0.731 0.238 -3.425
H -0.111 0.312 -4.681
*
```

Here is what Löwdin gives for the atomic charges, in e: Ne -0.02; Xe 0.42; O -0.09; H -0.03; H -0.03; O -0.06; H -0.01; H 0.06; O -0.09; H -0.01; H 0.06; O -0.03; H 0.06; H 0.01; O -0.06; H 0.03; H -0.03; O -0.04; H 0.02; H 0.03; O -0.07; H -0.03; H -0.04; O -0.05; H 0.05; H -0.02; O -0.07; H -0.03; H 0.05; O -0.08; H -0.02; H 0.07; O -0.07; H 0.02; H 0.05; O -0.05; H 0.04; H 0.06

=====

Below is a cluster of 2 separate species, C7H18 in total, with properties calculated with the ωB97M-V functional and the def2-TZVPD basis.

Calculated values
HOMO in eV: -11.187
Kohn-Sham gap in eV: 12.3
M in g/mol: 102.2
Energy relative to the best compared isomer or geometry (same formula, charge and spin) in kJ/mol: 43.8

ORCA input file:
```
! RIJCOSX wB97M-V def2-TZVPD def2/J DEFGRID3
* xyz 0 1
C -0.940 -1.016 1.197
C 0.508 -0.543 1.399
C 0.472 0.700 2.280
C 1.354 -1.662 2.025
H -1.252 -1.504 2.128
H -1.085 -1.848 0.496
H -1.512 -0.147 0.869
H 0.937 -0.320 0.417
H 0.301 0.419 3.328
H 1.407 1.259 2.303
H -0.355 1.342 2.002
H 0.782 -2.598 2.044
H 2.282 -1.809 1.481
H 1.509 -1.481 3.095
C -0.965 -0.304 -2.323
C -0.108 0.847 -2.819
C 0.004 1.990 -1.800
H -2.019 0.003 -2.264
H -0.949 -1.114 -3.052
H -0.642 -0.696 -1.360
H 0.865 0.460 -3.140
H -0.577 1.203 -3.736
H -0.377 1.645 -0.843
H 1.011 2.361 -1.638
H -0.653 2.812 -2.088
*
```

Here is what Löwdin gives for the atomic charges, in e: C -0.11; C -0.49; C -0.10; C -0.08; H 0.08; H 0.07; H 0.07; H 0.11; H 0.08; H 0.08; H 0.06; H 0.07; H 0.07; H 0.07; C -0.13; C -0.31; C -0.11; H 0.08; H 0.07; H 0.03; H 0.10; H 0.09; H 0.05; H 0.07; H 0.07

=====

Below is a cluster of 2 separate species, C9H14 in total in a non-equilibrium geometry, with properties calculated with the ωB97M-V functional and the def2-TZVPD basis.

Calculated values
HOMO in eV: -9.016
Kohn-Sham gap in eV: 10.0
M in g/mol: 122.2
Energy relative to the best compared isomer or geometry (same formula, charge and spin) in kJ/mol: 62.5

ORCA input file:
```
! RIJCOSX wB97M-V def2-TZVPD def2/J DEFGRID3
* xyz 0 1
C -1.921 -0.276 3.505
C -1.685 -0.396 2.034
C -2.053 0.594 1.149
C -1.887 0.360 -0.236
C -1.340 -0.800 -0.721
C -0.974 -1.819 0.197
C -1.213 -1.628 1.535
H -1.692 0.738 3.854
H -1.365 -0.970 4.128
H -2.990 -0.327 3.734
H -2.492 1.552 1.388
H -2.145 1.139 -0.943
H -1.203 -1.155 -1.732
H -0.582 -2.760 -0.160
H -0.911 -2.426 2.205
C 2.527 0.948 -1.980
C 3.671 1.037 -2.987
H 2.655 1.054 -0.913
H 1.821 1.726 -2.311
H 1.856 0.090 -2.140
H 3.275 1.276 -3.962
H 4.353 0.189 -3.044
H 4.297 1.852 -2.601
*
```

Here is what Löwdin gives for the atomic charges, in e: C -0.06; C -0.29; C -0.05; C -0.10; C -0.10; C -0.09; C -0.06; H 0.08; H 0.07; H 0.08; H 0.11; H 0.10; H 0.10; H 0.10; H 0.11; C -0.18; C -0.17; H 0.06; H 0.06; H 0.05; H 0.06; H 0.06; H 0.06

=====

| no. | E_tot (Eh) |
| --- | --- |
| 1 | -1375.5924 |
| 2 | -277.4817 |
| 3 | -351.3064 |